#i
Here is 2 unconnected molecules or ions with the total composition C5H14NO2 from the OMol25 dataset. Energies are from wB97M-V/def2-TZVPD.

Each line ends with the Löwdin charge.
Geometry (Å):
C: 0.602 0.323 -1.462  -0.541
O: 1.154 0.170 -2.672  -0.384
C: -0.940 -0.160 -1.504  -0.200
C: -1.477 -0.774 -0.198  -0.229
C: -2.034 0.257 0.816  -0.262
C: -0.051 0.761 2.155  -0.123
N: -1.406 0.170 2.121  -0.161
H: 1.189 -0.338 -0.762  0.053
H: 0.555 1.419 -1.224  0.080
H: -0.795 -0.917 -2.289  0.084
H: -1.651 0.532 -1.935  0.081
H: -2.272 -1.528 -0.308  0.083
H: -0.690 -1.404 0.240  0.095
H: -3.100 0.011 0.958  0.096
H: -1.986 1.276 0.430  0.108
H: -0.202 1.825 2.251  0.064
H: 0.549 0.376 1.299  0.055
H: 0.516 0.447 3.063  0.076
H: -1.470 -0.755 2.516  0.084
H: 2.775 -0.029 0.462  0.001
H: 3.174 -0.871 -0.607  0.027
O: 3.468 -0.677 0.294  -0.089

The orbital gap comes out at 6.29 eV. As for the charge: -1. The molar mass comes out at 120.2 g/mol.



#ii
Here is 2 unconnected molecules or ions with the total composition C5H14NO2 from the OMol25 dataset. Energies are from wB97M-V/def2-TZVPD.

Each line ends with the Löwdin charge.
Geometry (Å):
C: -1.377 -1.455 0.658  -0.456
O: -2.056 -2.220 -0.235  -0.344
C: -0.067 -0.919 -0.007  -0.417
C: 0.564 0.310 0.722  -0.192
C: 1.268 1.319 -0.152  -0.310
C: 1.809 2.594 0.423  -0.147
N: 0.935 -1.922 -0.349  0.026
H: -1.072 -2.006 1.604  0.091
H: -1.986 -0.576 1.006  0.085
H: -0.478 -0.589 -0.963  0.107
H: 1.332 -0.155 1.359  0.106
H: -0.258 0.783 1.284  0.103
H: 0.559 1.667 -0.949  0.121
H: 2.054 0.759 -0.669  0.101
H: 0.914 3.129 0.844  0.075
H: 2.193 3.248 -0.339  0.054
H: 2.348 2.548 1.372  0.062
H: 1.134 -2.460 0.494  0.055
H: 0.527 -2.584 -0.998  0.059
H: -2.539 -1.222 -1.421  -0.011
H: -3.160 0.199 -1.596  -0.005
O: -2.643 -0.447 -2.087  -0.162

The orbital gap comes out at 6.85 eV. As for the charge: -1. The molar mass comes out at 120.2 g/mol.



#iii
Here is 2 unconnected molecules or ions with the total composition C5H14NO2 from the OMol25 dataset. Energies are from wB97M-V/def2-TZVPD.

Each line ends with the Löwdin charge.
Geometry (Å):
C: -1.916 -0.265 -1.933  -0.095
C: -0.935 0.786 -1.250  -0.295
N: -0.469 0.292 -0.002  -0.236
C: -1.310 0.708 1.157  -0.082
C: 0.945 0.503 0.255  -0.229
C: 1.577 0.099 1.689  -0.534
O: 0.992 0.587 2.757  -0.323
H: -2.990 -0.185 -1.857  0.043
H: -1.547 -1.238 -1.639  0.058
H: -1.685 -0.101 -2.991  0.045
H: -0.082 0.958 -1.919  0.098
H: -1.535 1.718 -1.304  0.101
H: -2.363 0.654 0.883  0.070
H: -0.886 1.626 1.627  0.085
H: -1.071 -0.060 1.883  0.065
H: 1.546 0.000 -0.507  0.076
H: 1.326 1.565 0.340  0.106
H: 2.606 0.574 1.617  0.084
H: 1.672 -1.023 1.526  0.053
H: 1.842 -2.405 0.628  -0.009
H: 2.283 -2.005 -0.717  0.006
O: 2.001 -2.788 -0.244  -0.085

The orbital gap comes out at 6.57 eV. As for the charge: -1. The molar mass comes out at 120.2 g/mol.



#iv
Here is 2 unconnected molecules or ions with the total composition C5H14NO2 from the OMol25 dataset. Energies are from wB97M-V/def2-TZVPD.

Each line ends with the Löwdin charge.
Geometry (Å):
C: 2.632 -1.302 1.484  -0.306
O: 2.577 -2.675 1.095  -0.088
C: 1.374 -0.602 1.033  -0.272
C: 1.317 0.885 1.366  -0.122
H: 2.725 -1.237 2.581  0.108
H: 3.524 -0.811 1.072  0.107
H: 3.274 -3.158 1.556  0.068
H: 1.225 -0.717 -0.040  0.088
H: 0.511 -1.099 1.483  0.112
H: 2.288 1.366 1.189  0.061
H: 0.583 1.341 0.706  0.045
H: 1.091 1.024 2.427  0.058
C: -2.983 1.637 -1.970  -0.213
N: -2.889 0.436 -1.139  -0.148
C: -1.612 -0.316 -1.466  -0.543
O: -0.500 0.307 -1.051  -0.328
H: -2.017 2.139 -2.120  0.057
H: -3.664 2.355 -1.506  0.050
H: -3.383 1.353 -2.948  0.052
H: -2.680 0.775 -0.202  0.065
H: -1.632 -0.403 -2.577  0.076
H: -1.764 -1.299 -0.971  0.073

The orbital gap comes out at 5.94 eV. As for the charge: -1. The molar mass comes out at 120.2 g/mol.



Bottom line: #ii, by a margin of 0.0331 hartree.



#i
Here is a single C2H6N2 molecule from the OMol25 dataset. Energies are from wB97M-V/def2-TZVPD.

Each line ends with the Löwdin charge.
Geometry (Å):
C: 0.926 0.488 0.575  -0.190
C: -0.959 -0.585 -0.670  -0.307
H: 1.767 0.079 1.093  0.048
H: 1.334 1.393 0.034  0.092
H: 0.065 0.686 1.389  0.125
H: 0.717 -1.688 0.131  0.214
H: -1.368 -1.553 -1.154  0.119
H: -1.223 1.264 -0.386  -0.007
N: 0.477 -0.552 -0.330  -0.148
N: -1.737 0.467 -0.683  0.055

The orbital gap comes out at 10.21 eV. Its SMILES is [H]/N=C\NC. As for the charge: 0. The molar mass comes out at 58.1 g/mol.



#ii
Here is a single C2H6N2 molecule from the OMol25 dataset. Energies are from wB97M-V/def2-TZVPD.

Each line ends with the Löwdin charge.
Geometry (Å):
C: 0.037 1.215 0.925  -0.126
C: -0.808 0.117 0.381  -0.264
H: 0.542 1.815 0.130  0.078
H: 0.866 0.854 1.580  0.078
H: -0.547 1.894 1.569  0.068
H: -1.878 0.081 0.645  0.096
H: 1.042 -1.534 -1.551  0.071
H: 1.559 -0.152 -0.555  0.088
N: -0.417 -0.758 -0.471  -0.086
N: 0.852 -0.807 -0.909  -0.003

The orbital gap comes out at 9.56 eV. Its SMILES is C/C=N\N. As for the charge: 0. The molar mass comes out at 58.1 g/mol.



#iii
Here is 2 unconnected molecules or ions with the total composition C2H6N2 from the OMol25 dataset. Energies are from wB97M-V/def2-TZVPD.

Each line ends with the Löwdin charge.
Geometry (Å):
C: 3.692 0.559 0.245  -0.150
N: 3.356 0.460 -0.969  0.002
H: 2.939 0.345 1.011  0.060
H: 4.677 0.885 0.564  0.055
H: 2.538 -0.144 -1.070  0.034
C: -3.115 -0.281 -0.179  -0.147
N: -3.767 -0.289 0.909  -0.014
H: -2.075 -0.595 -0.277  0.057
H: -3.650 -0.061 -1.114  0.057
H: -4.596 -0.880 0.880  0.047

The orbital gap comes out at 9.68 eV. Its SMILES is C=N.C=N. As for the charge: 0. The molar mass comes out at 58.1 g/mol.



#iv
Here is a single C2H6N2 molecule from the OMol25 dataset. Energies are from wB97M-V/def2-TZVPD.

Each line ends with the Löwdin charge.
Geometry (Å):
C: 0.913 -0.515 1.375  -0.133
C: -0.856 0.581 -1.469  -0.101
H: 0.543 -1.130 2.199  0.077
H: 1.420 0.365 1.796  0.069
H: 1.694 -1.064 0.778  0.090
H: -1.091 -0.355 0.831  0.108
H: -1.938 0.512 -1.220  0.070
H: -0.512 0.943 -2.457  0.059
N: -0.167 -0.190 0.527  -0.171
N: 0.101 0.238 -0.721  -0.069

The orbital gap comes out at 9.50 eV. Its SMILES is C=NNC. As for the charge: 0. The molar mass comes out at 58.1 g/mol.



Bottom line: #ii, by a margin of 0.0162 hartree.



#i
Here is a single C2H6N2 molecule from the OMol25 dataset. Energies are from wB97M-V/def2-TZVPD.

Each line ends with the Löwdin charge.
Geometry (Å):
C: -1.571 -0.216 -0.006  -0.120
C: 2.009 -0.050 -0.012  -0.088
H: -2.315 0.610 0.210  0.100
H: -1.715 -0.849 0.844  0.059
H: -1.889 -0.769 -0.889  0.071
H: -0.076 1.276 -0.076  0.127
H: 2.212 1.056 0.115  0.071
H: 2.783 -0.813 -0.007  0.044
N: -0.245 0.272 -0.124  -0.173
N: 0.808 -0.517 -0.056  -0.091

The orbital gap comes out at 9.48 eV. Its SMILES is C=NNC. As for the charge: 0. The molar mass comes out at 58.1 g/mol.



#ii
Here is a single C2H6N2 molecule from the OMol25 dataset. Energies are from wB97M-V/def2-TZVPD.

Each line ends with the Löwdin charge.
Geometry (Å):
C: 0.300 -0.660 0.163  -0.241
C: 0.013 0.541 -0.342  -0.243
N: 0.456 1.761 0.262  -0.012
N: -0.453 -1.826 0.163  0.035
H: 1.198 -0.644 0.793  0.104
H: -0.593 0.635 -1.252  0.094
H: 0.974 2.458 -0.251  0.060
H: -0.383 2.160 0.658  0.062
H: -0.063 -2.635 -0.277  0.070
H: -1.448 -1.790 0.083  0.071

The orbital gap comes out at 9.53 eV. Its SMILES is N/C=C/N. As for the charge: 0. The molar mass comes out at 58.1 g/mol.



Bottom line: #ii, by a margin of 0.0173 hartree.



#i
Here is a single C2H6N2 molecule from the OMol25 dataset. Energies are from wB97M-V/def2-TZVPD.

Each line ends with the Löwdin charge.
Geometry (Å):
C: -0.477 -0.415 -0.191  -0.209
C: 0.737 0.186 0.033  -0.257
N: 1.215 0.218 1.371  -0.032
N: -1.355 -0.038 -1.267  0.003
H: -0.974 -0.850 0.759  0.129
H: 0.921 1.087 -0.633  0.120
H: 2.255 -0.024 1.322  0.095
H: 0.916 -0.610 1.864  0.051
H: -2.296 -0.320 -1.368  0.048
H: -1.403 0.835 -1.723  0.052

The orbital gap comes out at 8.83 eV. Its SMILES is N/C=C/N. As for the charge: 0. The molar mass comes out at 58.1 g/mol.



#ii
Here is a single C2H6N2 molecule from the OMol25 dataset. Energies are from wB97M-V/def2-TZVPD.

Each line ends with the Löwdin charge.
Geometry (Å):
C: -0.696 -1.056 -0.722  -0.087
N: 0.193 0.079 -0.473  -0.051
C: 0.374 0.553 0.787  -0.386
N: 0.656 1.759 1.069  0.026
H: -1.678 -0.768 -1.079  0.077
H: -0.734 -1.605 0.217  0.073
H: -0.221 -1.733 -1.432  0.074
H: 0.362 0.863 -1.095  0.130
H: 0.163 -0.230 1.549  0.115
H: 1.580 2.139 1.180  0.028

The orbital gap comes out at 9.17 eV. Its SMILES is [H]/N=C/NC. As for the charge: 0. The molar mass comes out at 58.1 g/mol.



#iii
Here is a single C2H6N2 molecule from the OMol25 dataset. Energies are from wB97M-V/def2-TZVPD.

Each line ends with the Löwdin charge.
Geometry (Å):
C: -1.523 -0.164 0.011  -0.160
C: 1.893 -0.043 -0.025  -0.106
H: -2.473 0.500 -0.420  0.135
H: -1.731 -0.632 0.982  0.056
H: -1.533 -1.189 -0.623  0.107
H: -0.134 1.309 -0.228  0.122
H: 2.269 0.984 0.114  0.055
H: 2.796 -0.801 -0.055  0.089
N: -0.275 0.406 0.153  -0.184
N: 0.713 -0.370 0.091  -0.115

The orbital gap comes out at 9.64 eV. Its SMILES is C=NNC. As for the charge: 0. The molar mass comes out at 58.1 g/mol.



#iv
Here is a single C2H6N2 molecule from the OMol25 dataset. Energies are from wB97M-V/def2-TZVPD.

Each line ends with the Löwdin charge.
Geometry (Å):
C: -0.571 -0.092 0.454  -0.232
C: 0.403 0.135 -0.415  -0.223
N: 0.286 0.019 -1.826  0.007
N: -0.471 0.063 1.882  -0.017
H: -1.592 -0.208 0.102  0.096
H: 1.426 0.368 -0.175  0.104
H: 0.944 -0.665 -2.188  0.074
H: -0.602 -0.356 -2.100  0.061
H: -0.245 1.048 2.054  0.067
H: 0.421 -0.312 2.212  0.062

The orbital gap comes out at 9.67 eV. Its SMILES is N/C=C/N. As for the charge: 0. The molar mass comes out at 58.1 g/mol.



Bottom line: #iv, by a margin of 0.0231 hartree.